Below is a gas-phase ion, C3H9N2O (charge +1) in a non-equilibrium geometry, with properties calculated with ωB97M-V with the def2-TZVPD basis set.

**E_HOMO**: -0.51530 hartree
**ΔE to the lowest compared entry with this formula, charge and spin**: 403.4 kJ/mol
**DFT total energy**: -304.09672 hartree
**Total charge**: +1
**Multiplicity**: 1
**LUMO level**: -3.63 eV

Atoms and positions in Å:
C: -0.6292 0.2901 -0.9423
C: 1.1014 -0.7005 0.5340
C: -1.3258 0.0490 0.3563
N: 0.3300 -0.4086 1.5690
N: 0.7911 0.4195 -0.7527
O: -2.0089 -1.0420 0.3486
H: -0.8749 -0.6046 -1.7317
H: -0.9919 1.2559 -1.3655
H: 2.1230 -0.5478 0.8222
H: 0.8497 -1.7054 0.2367
H: -1.5466 1.0353 0.8808
H: 0.7041 0.4392 1.9728
H: 1.3553 0.1104 -1.5894
H: 1.1385 1.2141 -0.3260
H: -2.5078 -1.0781 1.2217

Forces on the atoms, in the same order (eV/Å):
-1.2555 -0.6479 -2.7743
1.0756 -0.9559 -0.0861
3.1587 1.8141 1.7631
-3.6124 1.9809 -0.4028
1.4699 -4.6509 -1.2285
-2.1717 -0.3283 2.1474
0.7311 2.2294 2.0670
-0.0823 -0.7957 0.1234
1.0102 -0.0522 -0.8405
0.2591 -0.1622 -1.3905
-0.5637 -1.7754 -0.2049
-0.3710 0.4154 0.6999
-0.7251 0.9106 1.0199
0.5993 2.4281 0.5413
0.4778 -0.4099 -1.4344